This record from the Open Molecules 2025 dataset describes C32H30Li4N6O5 as an isolated structure. The level of theory is ωB97M-V/def2-TZVPD.

Its relative energy (zero: lowest compared OMol25 entry of this formula, charge and spin) is 8.4724 eV. The gap between HOMO and LUMO is 4.9 eV. The LUMO energy is -6.113 eV. The total charge is +2. As for the HOMO energy: -0.40521 Eh.

Cartesian coordinates (Å):
Li (1.49, -3.45, 1.07)
Li (-3.29, 1.23, 1.84)
Li (-2.14, -1.29, -2.82)
Li (1.87, 0.22, 2.17)
C (-1.33, -0.99, 0.41)
O (-2.39, -0.64, 0.01)
O (-0.55, -1.73, -0.20)
O (-0.87, -0.41, 1.38)
C (4.78, 7.16, -0.42)
C (5.07, 5.96, 0.19)
C (4.20, 4.86, -0.01)
C (3.17, 5.00, -0.99)
C (2.97, 6.15, -1.65)
C (3.77, 7.22, -1.32)
N (2.32, 3.79, -1.25)
O (1.72, 3.70, -2.30)
O (2.46, 2.84, -0.48)
H (5.39, 8.02, -0.22)
H (5.89, 5.79, 0.87)
H (4.39, 3.98, 0.58)
H (2.23, 6.21, -2.43)
H (3.58, 8.18, -1.78)
N (2.56, -5.85, -0.90)
C (1.91, -5.96, -2.06)
C (2.37, -6.84, -3.08)
C (3.58, -7.50, -2.98)
C (4.25, -7.34, -1.82)
C (3.69, -6.56, -0.78)
H (1.00, -5.42, -2.27)
H (1.96, -6.82, -4.08)
H (3.92, -7.98, -3.88)
H (5.13, -7.96, -1.80)
H (4.03, -6.62, 0.25)
N (-4.11, 0.47, 4.88)
C (-3.83, -0.78, 5.39)
C (-4.56, -1.31, 6.49)
C (-5.46, -0.47, 7.18)
C (-5.71, 0.83, 6.75)
C (-5.04, 1.23, 5.60)
H (-3.30, -1.45, 4.73)
H (-4.29, -2.28, 6.87)
H (-6.05, -0.83, 8.01)
H (-6.26, 1.56, 7.32)
H (-5.12, 2.26, 5.29)
N (-3.72, 1.49, -3.98)
C (-3.22, 2.49, -4.82)
C (-3.94, 3.60, -5.21)
C (-5.27, 3.73, -4.74)
C (-5.81, 2.71, -3.98)
C (-5.06, 1.66, -3.62)
H (-2.20, 2.42, -5.15)
H (-3.47, 4.41, -5.76)
H (-5.92, 4.57, -4.91)
H (-6.78, 2.75, -3.50)
H (-5.45, 0.91, -2.94)
N (0.02, -2.23, -5.20)
C (-0.09, -3.17, -6.23)
C (0.93, -3.57, -7.15)
C (2.15, -2.86, -6.99)
C (2.27, -1.93, -5.95)
C (1.29, -1.75, -5.04)
H (-1.10, -3.53, -6.38)
H (0.81, -4.32, -7.92)
H (2.92, -3.12, -7.70)
H (3.27, -1.66, -5.63)
H (1.47, -1.08, -4.21)
N (1.39, 0.29, 5.59)
C (2.03, -0.58, 6.43)
C (1.73, -0.71, 7.78)
C (0.77, 0.09, 8.36)
C (0.18, 1.05, 7.56)
C (0.48, 1.14, 6.24)
H (2.81, -1.19, 5.99)
H (2.31, -1.35, 8.42)
H (0.42, -0.01, 9.38)
H (-0.58, 1.72, 7.93)
H (-0.02, 1.86, 5.61)

This record from the Open Molecules 2025 dataset describes C34H23BClN2O6RuS2 as an isolated structure. The level of theory is ωB97M-V/def2-TZVPD.

Its relative energy (zero: lowest compared OMol25 entry of this formula, charge and spin) is 0.1460 eV. The gap between HOMO and LUMO (alpha / beta) is 5.9 / 6.2 eV. The LUMO energy (alpha / beta) is 3.936 / 3.936 eV. The total charge is -2. Its multiplicity is 2. As for the HOMO energy (alpha / beta): -0.07279 / -0.08398 Eh.

Cartesian coordinates (Å):
Ru (1.66, 1.90, 0.54)
S (3.13, 3.77, 1.18)
C (4.21, 3.80, -0.16)
C (5.24, 4.79, -0.15)
N (6.07, 5.60, -0.11)
C (4.13, 2.93, -1.22)
S (2.90, 1.69, -1.33)
C (5.07, 2.99, -2.29)
N (5.82, 3.02, -3.17)
O (-0.84, 3.00, 0.63)
C (-0.16, 2.34, -0.13)
C (-1.03, 1.11, -6.61)
C (-0.76, 2.44, -6.33)
C (-0.49, 2.83, -5.02)
C (-0.48, 1.90, -3.98)
C (-0.73, 0.56, -4.29)
C (-1.00, 0.17, -5.59)
C (-0.15, 2.31, -2.60)
C (-0.77, 1.94, -1.48)
C (-2.06, 1.20, -1.39)
C (-2.29, 0.32, -0.33)
C (-3.48, -0.39, -0.26)
C (-4.47, -0.22, -1.22)
C (-4.26, 0.69, -2.25)
C (-3.08, 1.40, -2.33)
H (-1.24, 0.80, -7.63)
H (-0.77, 3.18, -7.12)
H (-0.27, 3.87, -4.80)
H (-0.69, -0.16, -3.48)
H (-1.18, -0.88, -5.80)
H (0.75, 2.90, -2.50)
H (-1.55, 0.21, 0.45)
H (-3.63, -1.08, 0.57)
H (-5.39, -0.78, -1.16)
H (-5.04, 0.85, -2.99)
H (-2.93, 2.11, -3.13)
O (0.56, -0.59, -1.05)
B (1.15, -0.02, 0.14)
O (1.45, -1.14, 1.00)
C (0.98, -2.25, 0.39)
C (0.98, -3.55, 0.85)
C (0.42, -4.52, 0.02)
C (-0.12, -4.19, -1.22)
C (-0.12, -2.87, -1.67)
C (0.44, -1.92, -0.85)
H (1.39, -3.81, 1.82)
H (0.39, -5.55, 0.36)
H (-0.56, -4.96, -1.84)
H (-0.54, -2.59, -2.63)
C (2.06, -1.02, 4.81)
C (0.75, -1.76, 4.72)
C (0.77, -3.12, 4.45)
C (-0.40, -3.85, 4.35)
Cl (-0.31, -5.57, 4.00)
C (-1.63, -3.25, 4.52)
C (-1.66, -1.89, 4.78)
C (-0.49, -1.14, 4.88)
O (-0.67, 0.17, 5.24)
C (0.05, 1.20, 4.55)
C (0.14, 1.00, 3.03)
O (-0.69, 0.30, 2.46)
O (1.13, 1.66, 2.55)
H (2.88, -1.73, 4.84)
H (2.11, -0.41, 5.71)
H (2.22, -0.37, 3.95)
H (1.72, -3.62, 4.32)
H (-2.54, -3.82, 4.42)
H (-2.60, -1.37, 4.89)
H (1.04, 1.34, 4.96)
H (-0.53, 2.11, 4.72)

This record from the Open Molecules 2025 dataset describes C11H23CuN3O6 as an isolated structure. The level of theory is ωB97M-V/def2-TZVPD.

The gap between HOMO and LUMO (alpha / beta) is 7.5 / 7.1 eV. The LUMO energy (alpha / beta) is 0.106 / -0.293 eV. The total charge is 0. Its multiplicity is 2. As for the HOMO energy (alpha / beta): -0.27133 / -0.27106 Eh.

Cartesian coordinates (Å):
O (-0.77, -3.86, -2.12)
H (-1.67, -3.48, -1.93)
Cu (-0.37, -0.91, 0.26)
N (1.28, 0.33, 0.90)
N (1.07, -0.93, -1.37)
O (1.36, 1.12, 2.05)
O (1.01, -1.37, -2.58)
C (2.43, 0.21, 0.24)
C (2.32, -0.50, -1.01)
C (3.75, 0.73, 0.70)
C (3.49, -0.72, -1.91)
H (3.66, 1.24, 1.67)
H (4.17, 1.43, -0.04)
H (4.44, -0.12, 0.79)
H (3.07, -1.12, -2.83)
H (4.15, -1.46, -1.44)
H (4.05, 0.21, -2.11)
H (1.79, 0.56, 2.76)
H (-0.30, -3.42, -1.45)
O (-1.10, -1.04, -3.93)
H (-0.88, -0.21, -4.39)
H (-0.22, -1.26, -3.43)
C (-0.65, -1.51, 2.02)
H (-1.55, -1.33, 2.67)
H (0.18, -1.76, 2.69)
H (-0.84, -2.30, 1.18)
O (2.57, 0.12, 4.20)
H (2.28, -0.71, 4.61)
H (2.33, 0.83, 4.80)
O (-1.92, -0.84, -1.51)
C (-3.11, -0.13, -1.27)
C (-2.85, 0.97, -0.28)
C (-3.79, 2.01, -0.13)
C (-3.50, 3.07, 0.73)
C (-2.28, 3.04, 1.41)
C (-1.42, 1.95, 1.21)
N (-1.69, 0.94, 0.38)
H (-1.74, -0.83, -2.53)
H (-3.53, 0.34, -2.17)
H (-3.87, -0.80, -0.85)
H (-4.71, 1.93, -0.71)
H (-4.20, 3.89, 0.87)
H (-1.96, 3.82, 2.10)
H (-0.48, 1.90, 1.74)

This record from the Open Molecules 2025 dataset describes C15H38GaN7O15P as an isolated structure. The level of theory is ωB97M-V/def2-TZVPD.

The gap between HOMO and LUMO is 5.2 eV. The LUMO energy is 1.457 eV. The total charge is -1. As for the HOMO energy: -0.13601 Eh.

Cartesian coordinates (Å):
C (-1.94, -0.26, -1.12)
C (-0.91, -0.36, -0.27)
Ga (-0.87, 0.86, 1.36)
C (1.00, 1.11, 2.16)
C (1.91, 0.12, 1.51)
C (3.34, -0.17, 2.34)
O (2.03, -1.06, 2.17)
P (-2.31, 0.15, 3.10)
C (-3.24, -1.41, 2.60)
C (-3.70, 1.41, 3.23)
C (-4.29, 1.78, 1.85)
H (-2.71, 0.50, -1.02)
H (-2.00, -1.02, -1.91)
H (-0.13, -1.10, -0.43)
H (-1.37, 2.32, 0.87)
H (1.03, 0.86, 3.23)
H (1.42, 2.10, 1.95)
H (1.97, 0.15, 0.42)
H (3.56, -0.73, 3.26)
H (3.13, 0.77, 2.92)
H (-3.89, -1.17, 1.75)
H (-2.56, -2.23, 2.39)
H (-3.92, -1.63, 3.43)
H (-4.49, 0.88, 3.77)
H (-3.33, 2.28, 3.78)
H (-5.37, 1.99, 1.99)
H (-4.25, 0.94, 1.15)
H (-3.82, 2.65, 1.39)
C (4.24, -0.35, -2.32)
N (3.76, 0.93, -1.74)
O (2.56, 1.11, -1.69)
O (4.59, 1.72, -1.35)
H (3.38, -0.94, -2.62)
H (4.86, -0.11, -3.18)
H (4.81, -0.85, -1.55)
C (-5.88, -2.83, 6.44)
N (-5.89, -1.35, 6.26)
O (-5.65, -0.92, 5.16)
O (-6.15, -0.69, 7.24)
H (-5.64, -3.29, 5.48)
H (-5.13, -3.06, 7.18)
H (-6.87, -3.13, 6.77)
C (-0.46, -4.16, -2.15)
N (0.86, -3.66, -2.64)
O (1.20, -2.56, -2.30)
O (1.50, -4.41, -3.37)
H (-0.90, -3.39, -1.53)
H (-1.08, -4.36, -3.01)
H (-0.28, -5.06, -1.58)
C (5.06, 4.84, -1.30)
N (6.11, 5.86, -1.58)
O (7.01, 5.56, -2.34)
O (5.99, 6.94, -1.04)
H (5.29, 3.94, -1.85)
H (5.07, 4.65, -0.23)
H (4.11, 5.25, -1.62)
C (-0.21, 1.26, -4.22)
N (-1.17, 1.10, -5.34)
O (-1.63, -0.01, -5.53)
O (-1.43, 2.09, -6.00)
H (-0.08, 0.31, -3.72)
H (0.72, 1.62, -4.64)
H (-0.63, 1.99, -3.53)
C (2.89, 4.97, 2.60)
N (2.17, 5.16, 1.31)
O (1.46, 6.13, 1.20)
O (2.37, 4.32, 0.46)
H (2.62, 5.78, 3.27)
H (2.56, 4.01, 3.01)
H (3.95, 4.96, 2.39)
C (-0.01, -6.91, -4.90)
N (-1.39, -7.14, -4.38)
O (-1.94, -6.23, -3.80)
O (-1.87, -8.24, -4.57)
H (0.29, -5.90, -4.65)
H (0.64, -7.63, -4.42)
H (-0.04, -7.06, -5.97)

This record from the Open Molecules 2025 dataset describes C2H3DyO2 as an isolated structure. The level of theory is ωB97M-V/def2-TZVPD.

The gap between HOMO and LUMO (alpha / beta) is 6.4 / 6.7 eV. The LUMO energy (alpha / beta) is -1.690 / -1.500 eV. The total charge is 0. Its multiplicity is 6. As for the HOMO energy (alpha / beta): -0.29783 / -0.30088 Eh.

Cartesian coordinates (Å):
O (-2.54, -1.03, 0.35)
Dy (-0.87, -1.44, -1.00)
O (-2.17, -2.50, 0.35)
C (0.96, 1.14, 0.45)
C (0.95, 0.27, -0.59)
H (1.53, 2.08, 0.45)
H (0.62, 0.83, 1.45)
H (1.50, 0.66, -1.46)

This record from the Open Molecules 2025 dataset describes a 2-piece molecular cluster, C4H11N2S overall. The level of theory is ωB97M-V/def2-TZVPD.

Its relative energy (zero: lowest compared OMol25 entry of this formula, charge and spin) is 0.2171 eV. The gap between HOMO and LUMO (alpha / beta) is 2.2 / 6.4 eV. The LUMO energy (alpha / beta) is 6.246 / 6.220 eV. The total charge is -2. Its multiplicity is 2. As for the HOMO energy (alpha / beta): 0.14920 / -0.00504 Eh.

Cartesian coordinates (Å):
C (1.89, 1.62, 0.05)
N (0.56, 1.36, 0.53)
C (0.29, 1.20, 1.84)
N (-0.71, 0.56, 2.32)
H (1.88, 2.35, -0.75)
H (2.53, 2.05, 0.84)
H (2.39, 0.71, -0.31)
H (0.03, 0.88, -0.24)
H (1.05, 1.66, 2.48)
H (-0.75, 0.65, 3.33)
C (-1.51, -1.81, -0.55)
C (-0.85, -1.62, -1.92)
S (-0.41, 0.11, -2.25)
H (-2.27, -1.04, -0.44)
H (-0.77, -1.66, 0.24)
H (-1.94, -2.82, -0.43)
H (-1.48, -1.96, -2.75)
H (0.06, -2.24, -1.98)

no.,energy (eV)
1,-53651.0532
2,-88353.3480
3,-73169.8907
4,-118955.0022
5,-30295.0042
6,-18138.4567